[1]
{
  "formula": "C5H12O2",
  "method": "the ωB97M-V functional and the def2-TZVPD basis",
  "smiles": "C=C/C=C/C.O.O",
  "homo_ev": -8.69,
  "energy_ev": -9472.8715,
  "elements": ["C", "C", "C", "C", "C", "H", "H", "H", "H", "H", "H", "H", "H", "H", "H", "O", "H", "H", "O"],
  "positions_angstrom": [[1.8213, -0.1744, -2.1974], [1.2281, 0.2624, -0.8871], [1.0161, -0.6415, 0.0954], [0.5428, -0.3959, 1.4686], [0.3435, 0.7755, 2.0931], [1.3118, 0.3257, -3.0254], [2.8494, 0.2089, -2.2804], [1.9701, -1.2480, -2.3409], [1.0491, 1.3301, -0.7655], [1.3888, -1.6494, -0.1396], [0.1913, -1.3680, 1.8780], [-0.4365, 0.8890, 2.8502], [0.5193, 1.7441, 1.6146], [-1.9297, 1.6941, 0.0186], [-1.6409, 0.4313, -0.6498], [-1.8581, 1.3465, -0.8794], [-2.5266, -0.6993, 1.6412], [-3.1195, -1.8500, 0.7654], [-2.7203, -0.9812, 0.7403]],
  "forces_ev_per_a": [[0.8, 0.9, -0.1], [0.2, -1.2, 0.5], [1.4, 0.9, -0.5], [-0.7, -0.6, -0.3], [-1.4, 0.2, -0.9], [-0.2, -0.5, -0.1], [-0.1, 0.2, 0.2], [-0.7, 0.1, 0.1], [-0.2, -0.3, 0.0], [-0.6, 0.2, 0.2], [0.1, 1.0, 0.4], [0.8, -0.5, 0.6], [0.5, -0.4, 0.0], [-0.1, 0.4, -0.2], [-0.1, -0.2, -0.4], [0.2, -0.1, 0.6], [-0.1, -0.3, -0.1], [-0.1, -0.2, 0.3], [0.2, 0.4, -0.2]],
  "mulliken_charge": [-1.297, 0.175, -0.196, -0.222, -0.733, 0.316, 0.310, 0.342, 0.274, 0.187, 0.292, 0.274, 0.308, 0.317, 0.266, -0.612, 0.303, 0.291, -0.594]
}


[2]
{
  "formula": "C5H12O2",
  "method": "the ωB97M-V functional and the def2-TZVPD basis",
  "smiles": "CC/C=C\\O.CO",
  "homo_ev": -8.82,
  "energy_ev": -9473.3471,
  "elements": ["C", "C", "C", "O", "C", "C", "O", "H", "H", "H", "H", "H", "H", "H", "H", "H", "H", "H", "H"],
  "positions_angstrom": [[2.2064, 0.0511, 1.0462], [0.8878, 0.7343, 1.4185], [0.0816, 1.2596, 0.2640], [-0.1587, -1.6584, -0.8621], [-1.2120, 1.0350, 0.0693], [-0.9174, -1.3075, -1.9940], [-1.9117, 0.1260, 0.8368], [2.0355, -0.9241, 0.5809], [2.7879, 0.6602, 0.3442], [2.8192, -0.0905, 1.9439], [0.2719, 0.0568, 2.0203], [1.1096, 1.5964, 2.0625], [0.5785, 1.9137, -0.4488], [-0.6596, -1.3848, -0.0799], [-1.7746, 1.5092, -0.7324], [-1.7027, -2.0448, -2.2153], [-1.3911, -0.3222, -1.8969], [-0.2421, -1.2529, -2.8515], [-2.8085, 0.0429, 0.4942]],
  "forces_ev_per_a": [[0.1, 0.0, 0.0], [0.0, 0.0, 0.1], [-0.2, 0.1, 0.0], [-0.1, -0.1, 0.2], [0.3, 0.2, -0.1], [-0.2, 0.0, -0.4], [-0.2, 0.0, 0.0], [0.0, 0.2, 0.0], [-0.1, -0.1, 0.1], [-0.1, 0.0, -0.2], [0.1, 0.1, -0.1], [0.0, -0.1, 0.0], [-0.1, 0.0, 0.2], [0.1, -0.1, -0.1], [0.1, -0.1, 0.1], [0.1, 0.0, 0.0], [0.1, -0.2, 0.0], [-0.1, -0.1, 0.1], [0.1, 0.1, 0.1]],
  "mulliken_charge": [-1.065, -0.240, -0.037, -0.469, -0.802, -0.423, -0.520, 0.250, 0.291, 0.336, 0.264, 0.326, 0.319, 0.346, 0.461, 0.246, 0.142, 0.241, 0.333]
}


[3]
{
  "formula": "C5H12O2",
  "method": "the ωB97M-V functional and the def2-TZVPD basis",
  "smiles": "C=CCC=C.O.O",
  "homo_ev": -9.57,
  "energy_ev": -9471.5710,
  "elements": ["C", "C", "C", "C", "C", "H", "H", "H", "H", "H", "H", "H", "H", "H", "H", "O", "H", "H", "O"],
  "positions_angstrom": [[-1.3286, -0.3632, -0.6433], [-1.1080, 0.1085, -1.8581], [-1.6965, -1.8717, -0.5662], [-2.5484, -2.5572, 0.5020], [-2.7157, -2.4542, 1.7775], [-1.5583, 0.2906, 0.1353], [-0.9112, 1.2598, -1.7708], [-0.8955, -0.5434, -2.6834], [-0.7115, -2.4156, -0.3272], [-2.1100, -2.1650, -1.6265], [-2.8915, -3.5551, 0.1558], [-3.2687, -3.2443, 2.2151], [-2.3126, -1.6467, 2.4429], [2.9952, 1.1300, 0.4625], [1.5096, 1.0809, 0.4477], [2.1700, 1.6593, 0.6646], [4.4576, 4.5705, -0.3598], [4.6199, 3.4708, 0.7573], [5.0125, 3.9150, -0.0546]],
  "forces_ev_per_a": [[-2.0, -2.9, -1.4], [1.4, 3.3, 1.7], [1.0, -0.7, -0.2], [0.4, -1.1, -2.9], [0.6, 2.0, 2.4], [0.0, 0.9, 1.5], [-0.3, -2.2, -1.3], [-0.2, 0.3, -0.6], [-1.1, 0.5, -1.0], [1.0, 0.3, 2.2], [-0.1, 0.8, -0.4], [-0.4, -0.4, 0.8], [-0.6, -0.7, -0.8], [-1.3, 1.1, 0.3], [-2.9, -2.3, -0.9], [4.3, 1.2, 0.5], [-2.1, 2.0, -0.7], [0.4, 1.2, -1.8], [1.7, -3.3, 2.4]],
  "mulliken_charge": [-0.094, -0.783, -0.377, -0.240, -0.651, 0.462, 0.229, 0.323, 0.215, 0.245, 0.191, 0.259, 0.223, 0.336, 0.290, -0.625, 0.304, 0.326, -0.632]
}


[4]
{
  "formula": "C5H12O2",
  "method": "the ωB97M-V functional and the def2-TZVPD basis",
  "homo_ev": [-7.10, -6.28],
  "energy_ev": -9468.8614,
  "elements": ["C", "C", "C", "C", "C", "O", "O", "H", "H", "H", "H", "H", "H", "H", "H", "H", "H", "H", "H"],
  "positions_angstrom": [[0.9616, 0.5470, 0.6397], [0.9993, -1.6341, -0.2072], [-1.5100, 0.0660, 0.7504], [1.2122, 1.3517, -0.5834], [-1.3982, -0.6166, -1.0046], [1.2389, -0.7278, 0.7506], [1.0476, 1.2424, 1.8047], [0.8247, 0.6518, 2.5375], [1.1614, -2.6414, 0.1406], [1.3688, -1.4047, -1.1967], [0.3884, 2.0512, -0.7429], [-1.3905, 1.1374, 0.8871], [-1.1510, -0.5704, 1.5565], [-2.5836, -0.0912, 0.7201], [2.1271, 1.9360, -0.4747], [1.2952, 0.7604, -1.4929], [-0.5913, -0.7359, -1.7197], [-1.9983, -1.5228, -0.9712], [-2.0021, 0.2011, -1.3940]],
  "forces_ev_per_a": [[1.0, 0.5, -0.1], [0.9, -1.2, -0.2], [-1.0, -1.7, -2.9], [-0.3, 0.1, -0.1], [-1.1, 1.9, 2.3], [-0.6, 0.3, 0.4], [0.1, -0.1, 0.0], [0.0, 0.0, -0.1], [0.1, 0.0, 0.2], [-0.1, 0.2, -0.1], [0.0, 0.1, 0.1], [0.5, -0.1, -0.2], [0.5, 0.1, -0.3], [-0.3, 0.0, 0.3], [0.1, 0.1, 0.0], [0.0, -0.2, 0.2], [0.4, 0.1, 0.8], [0.1, 0.0, 0.1], [-0.3, -0.1, -0.3]],
  "mulliken_charge": [0.591, -0.687, -0.885, -1.039, -1.001, -0.359, -0.508, 0.390, 0.248, 0.295, 0.252, 0.336, 0.244, 0.376, 0.376, 0.306, 0.355, 0.335, 0.375]
}


[5]
{
  "formula": "C5H12O2",
  "method": "the ωB97M-V functional and the def2-TZVPD basis",
  "smiles": "CC(C)CC=O.O",
  "homo_ev": -10.03,
  "energy_ev": -9473.8242,
  "elements": ["O", "C", "C", "C", "C", "C", "H", "H", "H", "H", "H", "H", "H", "H", "H", "H", "H", "H", "O"],
  "positions_angstrom": [[0.7929, 2.3941, -1.0350], [1.2793, 1.8233, -0.1008], [0.7000, 0.6139, 0.5792], [0.0851, -0.3806, -0.4328], [1.2149, -1.2765, -0.9579], [-1.0276, -1.2984, 0.1502], [2.1539, 2.2460, 0.4316], [1.4249, 0.1062, 1.2253], [-0.0188, 0.8589, 1.3658], [-0.3663, 0.1476, -1.2740], [2.0041, -0.6176, -1.3294], [0.9897, -1.9897, -1.7383], [1.6196, -1.8058, -0.0911], [-1.1116, -2.2116, -0.4332], [-0.9507, -1.4273, 1.2281], [-1.9854, -0.8001, -0.0162], [-3.0519, 1.0852, 0.7795], [-1.5278, 1.0533, 0.5701], [-2.2242, 1.4793, 1.0787]],
  "forces_ev_per_a": [[0.0, -0.2, -0.4], [-0.1, 0.5, 1.4], [-0.5, -1.2, -0.1], [-0.2, -1.3, 0.0], [0.7, 0.9, 0.6], [-0.3, 1.2, -0.4], [0.2, 0.1, -0.3], [0.4, 0.0, -0.5], [-0.1, 0.7, -0.2], [0.2, 0.3, 0.1], [0.2, -0.2, -0.1], [-0.5, -0.1, -0.1], [0.1, -0.2, -0.2], [0.3, -0.3, 0.4], [0.2, -0.5, 0.0], [-0.1, -0.1, 0.2], [0.2, 0.1, 0.0], [-0.4, 0.2, -0.1], [-0.3, 0.1, 0.1]],
  "mulliken_charge": [-0.455, 0.049, -0.905, 0.522, -1.536, -1.330, 0.334, 0.401, 0.521, 0.309, 0.352, 0.411, 0.365, 0.397, 0.307, 0.384, 0.330, 0.207, -0.662]
}


[6]
{
  "formula": "C5H12O2",
  "method": "the ωB97M-V functional and the def2-TZVPD basis",
  "homo_ev": [-8.21, -8.21],
  "energy_ev": -9469.3569,
  "elements": ["C", "C", "C", "O", "C", "C", "O", "H", "H", "H", "H", "H", "H", "H", "H", "H", "H", "H", "H"],
  "positions_angstrom": [[2.2222, -0.0579, 0.6965], [1.0059, 0.1460, -0.1637], [-0.0772, -0.8853, -0.0663], [-0.4076, -1.0436, 1.2933], [-1.2527, -0.5853, -0.9777], [-1.8060, 0.7768, -0.5366], [-0.6961, 1.6055, -0.5320], [3.0212, 0.6358, 0.4277], [1.9984, 0.0208, 1.7582], [2.5819, -1.0825, 0.5051], [1.2217, 0.4407, -1.1876], [0.7210, 1.7322, 1.1100], [0.4263, -1.7993, -0.4504], [-1.2108, -1.5740, 1.3553], [-1.9886, -1.4019, -0.9876], [-0.8653, -0.4837, -2.0003], [-2.2853, 0.6687, 0.4523], [-2.5893, 1.1049, -1.2417], [-0.0196, 1.7821, 0.5453]],
  "forces_ev_per_a": [[0.0, 0.1, 0.1], [0.2, -0.2, 0.1], [0.1, 0.2, -0.2], [-0.2, -0.2, 0.1], [0.0, 0.0, 0.0], [-0.2, -0.1, -0.1], [0.0, 0.2, 0.1], [-0.2, 0.0, 0.1], [0.0, -0.1, -0.1], [0.0, 0.1, -0.1], [-0.1, 0.1, 0.2], [0.0, -0.3, -0.2], [0.0, 0.1, 0.0], [0.1, 0.0, 0.0], [0.1, 0.2, 0.1], [-0.1, -0.1, 0.1], [0.2, 0.1, -0.1], [0.2, 0.0, 0.1], [-0.1, -0.2, -0.4]],
  "mulliken_charge": [-1.229, -0.262, 0.494, -0.535, -0.836, -0.388, -0.646, 0.369, 0.325, 0.376, 0.308, 0.141, 0.225, 0.343, 0.376, 0.326, 0.244, 0.355, 0.011]
}